1.
C3H4O4Tm | the ωB97M-V functional and the def2-TZVPD basis

Each line ends with the Mulliken charge.
Positions of all 12 atoms, in Å:
O 0.01 1.53 -0.11  -0.540
C -0.39 -0.70 1.03  1.463
C 0.06 0.90 -1.37  -0.194
O -1.37 -0.88 1.82  -0.695
O -0.46 -1.19 -0.21  -0.221
C 0.27 -0.57 -1.20  -0.249
H 0.86 1.30 -2.01  0.286
H -0.92 1.08 -1.85  0.321
H 0.51 -1.23 -2.03  0.447
Tm -0.10 -0.94 3.77  1.748
O 0.76 -0.42 1.58  -0.749
H 0.76 1.13 0.57  0.385

Spin multiplicity = 4
Energy relative to the best compared isomer or geometry (same formula, charge and spin) = 0.871 eV
E = -40872.747 eV
Total charge = +2
HOMO-LUMO gap (alpha / beta) = 2.91 / 4.05 eV
HOMO energy (alpha / beta) = -0.550 / -0.640 hartree

---

2.
C3H4O4Y | the ωB97M-V functional and the def2-TZVPD basis

Each line ends with the Mulliken charge.
Positions of all 12 atoms, in Å:
O -0.68 1.81 -0.33  -0.558
C -1.58 1.06 0.18  0.819
C 0.61 0.18 -0.41  -0.145
O -2.58 1.30 0.83  -0.582
O -1.68 0.02 -0.72  -0.155
C -0.41 -0.74 -0.76  -0.469
H 1.27 -0.08 0.43  0.218
H 1.19 0.66 -1.21  0.163
H -0.65 -1.55 -0.07  0.235
Y -3.41 1.43 -1.90  0.477
O 3.64 -1.74 1.79  -0.329
H 4.27 -2.35 2.18  0.325

Spin multiplicity = 2
Energy relative to the best compared isomer or geometry (same formula, charge and spin) = 4.822 eV
E = -12398.796 eV
HOMO-LUMO gap (alpha / beta) = 6.27 / 4.85 eV
HOMO energy (alpha / beta) = -0.257 / -0.258 hartree

---

3.
C3H4OS | the ωB97M-V functional and the def2-TZVPD basis

Each line ends with the Mulliken charge.
Positions of all 9 atoms, in Å:
C 0.31 -1.13 -0.43  -0.230
C 0.44 0.14 0.45  -0.188
C -0.74 1.09 0.05  0.187
H -0.02 -1.99 0.14  0.254
H 0.37 -0.23 1.57  0.232
H 1.37 0.63 0.29  0.266
H -1.20 0.71 -1.03  0.191
O -1.07 2.02 0.89  -0.490
S 0.55 -1.24 -1.93  -0.221

Energy relative to the best compared isomer or geometry (same formula, charge and spin) = 1.966 eV
E = -16056.144 eV
HOMO-LUMO gap = 8.57 eV
HOMO energy = -0.335 hartree

---

4.
C3H4OS | the ωB97M-V functional and the def2-TZVPD basis

Each line ends with the Mulliken charge.
Positions of all 9 atoms, in Å:
C -0.91 0.30 0.13  -0.331
C 0.00 1.24 -0.08  -0.512
C -0.14 -0.92 -0.14  -0.422
O 2.24 -0.25 0.65  -0.538
S 1.44 0.03 -0.50  0.351
H -1.90 0.51 0.45  0.366
H 0.01 2.24 -0.16  0.503
H -0.13 -1.71 0.66  0.327
H -0.60 -1.43 -1.01  0.256

Energy relative to the best compared isomer or geometry (same formula, charge and spin) = 2.546 eV
E = -16055.563 eV
HOMO-LUMO gap = 10.09 eV
HOMO energy = -0.339 hartree

---

5.
C3H4OS | the ωB97M-V functional and the def2-TZVPD basis

Each line ends with the Mulliken charge.
Positions of all 9 atoms, in Å:
C -0.42 -0.94 0.94  -0.009
C 0.23 0.21 0.42  0.367
C 0.03 0.66 -0.96  -0.859
O -0.95 -1.73 0.21  -0.442
S 1.49 0.71 1.32  -0.210
H -0.33 -1.02 2.07  0.303
H 0.83 1.28 -1.41  0.346
H -0.98 1.07 -0.83  0.261
H 0.11 -0.24 -1.76  0.242

Energy relative to the best compared isomer or geometry (same formula, charge and spin) = 1.355 eV
E = -16056.755 eV
HOMO-LUMO gap = 7.97 eV
HOMO energy = -0.343 hartree

---

6.
C3H4OS | the ωB97M-V functional and the def2-TZVPD basis

Each line ends with the Mulliken charge.
Positions of all 9 atoms, in Å:
C -1.22 -0.78 -0.13  0.421
C -0.82 0.50 -0.83  -0.453
C 0.14 -0.30 0.14  -0.112
O -1.97 -1.66 0.17  -0.469
S 1.79 -1.02 -0.11  -0.208
H -0.62 0.45 -1.93  0.229
H -1.23 1.47 -0.55  0.229
H -0.01 0.24 1.71  0.210
H 1.51 -2.35 -0.42  0.152

Energy relative to the best compared isomer or geometry (same formula, charge and spin) = 4.036 eV
E = -16054.074 eV
HOMO-LUMO gap = 9.11 eV
HOMO energy = -0.347 hartree